ORCA calculation (ωB97M-V/def2-TZVPD) on a cluster of 2 separate species, C4H12 in total.

Each line ends with the natural charge from an NBO analysis.
Cartesian coordinates (Å):
C 1.432 0.931 -1.397  -0.603
C 0.538 2.109 -1.109  -0.600
H 1.425 0.592 -2.449  0.205
H 2.436 0.998 -0.966  0.207
H 0.972 -0.015 -0.963  0.192
H 0.556 2.280 -0.109  0.200
H -0.422 1.974 -1.519  0.202
H 0.904 2.951 -1.519  0.198
C -1.420 -0.857 1.214  -0.626
C -0.709 -2.194 1.248  -0.630
H -1.730 -0.548 2.221  0.207
H -0.655 -0.109 0.883  0.203
H -2.132 -0.519 0.520  0.218
H 0.206 -1.969 0.718  0.206
H -1.052 -3.184 0.944  0.216
H -0.350 -2.440 2.284  0.206

**Spin multiplicity**: 1
**Structure (SMILES)**: CC.CC
**ΔE to the lowest compared entry with this formula, charge and spin**: 112.7 kJ/mol
**HOMO energy**: -11.373 eV

***

ORCA calculation (ωB97M-V/def2-TZVPD) on a cluster of 2 separate species, C4H11NO in total.

Each line ends with the natural charge from an NBO analysis.
Cartesian coordinates (Å):
N 1.796 2.019 2.218  -0.925
C 1.421 0.689 2.622  0.547
O 0.288 0.291 2.874  -0.530
H 1.633 2.854 2.807  0.405
H 2.449 2.202 1.446  0.398
H 2.326 0.068 2.679  0.106
C 0.185 -1.438 -1.605  -0.600
C -1.289 -1.013 -1.722  -0.413
C -1.711 0.050 -0.684  -0.620
H 0.412 -1.849 -0.703  0.199
H 0.404 -2.216 -2.334  0.208
H 0.946 -0.574 -1.691  0.198
H -1.371 -0.610 -2.739  0.196
H -2.097 -1.818 -1.677  0.199
H -2.716 0.510 -0.862  0.214
H -1.097 1.073 -1.091  0.186
H -1.579 -0.236 0.461  0.233

**Spin multiplicity**: 1
**Structure (SMILES)**: NC=O.CCC
**ΔE to the lowest compared entry with this formula, charge and spin**: 208.2 kJ/mol
**HOMO energy**: -10.167 eV

***

| no. | largest force on an atom (eV/A) | frontier orbital gap (eV) |
| --- | --- | --- |
| 1 | 3.7 | 12.494 |
| 2 | 3.4 | 11.069 |